Computed, not measured: an isolated molecule of C7H5N3O2S, with ωB97M-V/def2-TZVPD.

The calculation puts the energy relative to the best compared isomer or geometry (same formula, charge and spin) at 249.9 kJ/mol. For the highest occupied orbital energy (spin up / spin down), the calculation gives -7.84 / -7.84 eV. Its HOMO-LUMO gap (spin up / spin down) is 5.713 / 5.726 eV.

```
! wB97M-V def2-TZVPD RIJCOSX def2/J DEFGRID3
* xyz 0 1
C 2.90 1.59 -0.06
C 3.47 0.58 0.68
C 1.25 0.22 -0.17
C -2.33 -0.10 0.34
C -1.76 1.16 0.25
C -0.63 -1.33 -0.75
C -2.10 -1.02 -0.85
N 1.63 1.43 -0.49
N -2.91 -0.50 1.42
N 0.02 -0.15 -0.57
O -1.32 2.19 0.12
O -0.25 -2.48 -0.70
S 2.34 -0.76 0.91
H 3.54 2.57 0.04
H 4.41 0.57 1.03
H -2.77 -1.95 -0.69
H -2.16 -0.62 -1.81
H -3.33 -1.41 1.29
*
```



Computed, not measured: a cluster of 12 separate species, C4H34NO12 in total, with ωB97M-V/def2-TZVPD.

The calculation puts the energy relative to the best compared isomer or geometry (same formula, charge and spin) at 366.4 kJ/mol. For the highest occupied orbital energy, the calculation gives -13.04 eV. Its HOMO-LUMO gap is 10.469 eV.

```
! wB97M-V def2-TZVPD RIJCOSX def2/J DEFGRID3
* xyz 1 1
C 1.37 0.28 -2.16
C 0.61 -0.09 -0.92
C 1.00 -1.58 -0.57
C -0.07 -2.60 -0.97
O 1.06 -1.68 0.83
N -0.87 0.13 -1.15
H 2.33 0.68 -1.96
H 1.50 -0.61 -2.80
H 0.81 1.03 -2.75
H 0.93 0.64 -0.14
H 1.99 -1.66 -0.96
H -1.05 -2.35 -1.30
H 0.26 -3.20 -1.83
H -0.34 -3.27 -0.11
H 0.19 -1.62 1.29
H -1.45 -0.30 -0.42
H -1.06 1.10 -1.13
H -1.06 -0.36 -2.05
H 2.74 2.85 -0.56
H 3.47 3.97 0.18
O 3.04 3.76 -0.65
H -3.50 1.86 1.23
H -5.03 1.76 0.91
O -4.25 1.22 1.11
H -1.19 3.60 -1.81
H 0.23 3.06 -0.91
O -0.61 2.98 -1.39
H -3.77 -0.20 0.25
H -3.02 -1.33 0.93
O -3.01 -0.81 0.12
H -1.33 1.45 2.12
H -1.27 2.59 1.12
O -1.84 2.19 1.78
H -2.11 -1.59 2.05
H -1.19 -2.79 2.34
O -1.19 -1.84 2.14
H 2.29 2.00 2.29
H 2.21 0.79 1.15
O 1.97 1.67 1.46
H -0.22 -1.08 -5.64
H -1.46 -1.24 -4.82
O -0.53 -0.91 -4.74
H -3.94 -2.97 3.10
H -4.07 -3.07 1.73
O -3.75 -2.35 2.36
H 4.10 -0.53 0.53
H 4.91 0.61 -0.11
O 4.31 -0.11 -0.33
H 2.91 -1.61 2.00
H 4.06 -1.18 2.94
O 3.60 -0.93 2.13
*
```



Computed, not measured: an isolated molecule of C4H8O2, with ωB97M-V/def2-TZVPD.

The calculation puts the energy relative to the best compared isomer or geometry (same formula, charge and spin) at 245.5 kJ/mol. For the highest occupied orbital energy, the calculation gives -10.11 eV. Its HOMO-LUMO gap is 11.165 eV.

```
! wB97M-V def2-TZVPD RIJCOSX def2/J DEFGRID3
* xyz 0 1
C -2.33 0.37 -0.21
O -1.12 -0.27 -0.54
C -0.14 -0.08 0.45
C 1.14 -0.72 -0.01
C 2.31 0.08 -0.38
O 2.23 -0.56 0.89
H -2.72 0.01 0.75
H -2.20 1.46 -0.15
H -3.05 0.14 -1.00
H -0.46 -0.53 1.41
H 0.02 1.00 0.64
H 1.03 -1.72 -0.43
H 2.23 1.16 -0.36
H 3.06 -0.33 -1.06
*
```



Computed, not measured: a cluster of 2 separate species, C5H11NO3 in total, with ωB97M-V/def2-TZVPD.

The calculation puts the energy relative to the best compared isomer or geometry (same formula, charge and spin) at 598.8 kJ/mol. For the highest occupied orbital energy (spin up / spin down), the calculation gives -8.69 / -8.64 eV. Its HOMO-LUMO gap (spin up / spin down) is 8.358 / 7.212 eV.

```
! wB97M-V def2-TZVPD RIJCOSX def2/J DEFGRID3
* xyz 0 1
C 2.08 -1.53 0.74
C -0.68 -0.02 0.47
N -0.41 0.60 1.62
C -1.45 -1.16 0.39
O 0.93 -1.38 -0.02
H 0.05 1.50 1.56
H -0.48 0.12 2.50
H 2.32 -2.58 0.95
H 2.02 -0.96 1.68
H 2.92 -1.11 0.18
H -1.48 -1.72 -0.52
H -2.09 -1.45 1.21
C -1.33 1.15 -1.72
C -0.14 0.78 -0.84
O 0.43 2.02 -0.33
O 0.77 0.05 -1.46
H 1.35 1.99 -0.61
H -1.84 0.24 -2.04
H -2.02 1.78 -1.17
H -0.97 1.68 -2.60
*
```



Computed, not measured: a cluster of 2 separate species, C8H14BrF3NO2 in total, with ωB97M-V/def2-TZVPD.

For the highest occupied orbital energy, the calculation gives -2.06 eV. Its HOMO-LUMO gap is 4.542 eV.

```
! wB97M-V def2-TZVPD RIJCOSX def2/J DEFGRID3
* xyz -1 1
F 1.76 0.28 1.06
C 1.38 -0.74 0.04
F 2.54 -1.63 -0.19
F 1.14 0.00 -1.24
C 0.01 -1.49 0.53
O 0.20 -2.58 1.49
C 0.19 -3.90 0.85
C 1.75 -4.49 0.94
N 1.83 -5.88 1.52
Br 2.74 -6.92 0.25
H -0.61 -1.77 -0.43
H -0.64 -0.66 1.09
H -0.47 -4.68 1.48
H -0.21 -3.91 -0.26
H 2.23 -4.47 -0.16
H 2.37 -3.70 1.58
C -1.40 4.39 0.01
C -0.35 4.02 -1.01
C -0.60 2.54 -1.19
O -2.00 2.32 -0.97
C -2.56 3.51 -0.40
H -1.65 5.46 0.00
H -1.05 4.12 1.01
H -0.54 4.55 -1.95
H 0.67 4.24 -0.69
H -0.04 1.95 -0.45
H -0.32 2.18 -2.19
H -3.17 3.99 -1.17
H -3.20 3.25 0.45
*
```



Computed, not measured: a cluster of 2 separate species, C4H8NO3 in total, with ωB97M-V/def2-TZVPD.

The calculation puts the energy relative to the best compared isomer or geometry (same formula, charge and spin) at 157.2 kJ/mol. For the highest occupied orbital energy, the calculation gives -4.80 eV. Its HOMO-LUMO gap is 8.881 eV.

```
! wB97M-V def2-TZVPD RIJCOSX def2/J DEFGRID3
* xyz -1 1
C 1.88 0.48 -0.50
C 1.42 0.45 -1.89
O 2.06 0.73 -2.88
N 0.23 -0.22 -2.12
H -0.13 -0.11 -3.05
H -0.57 -0.09 -1.51
H 1.46 -0.30 0.16
H 1.52 1.24 0.36
H 2.91 0.56 -0.51
C -1.76 -0.74 2.15
C -0.98 0.10 1.17
O -1.42 -0.11 0.05
O -0.16 0.99 1.51
H -1.46 -0.88 3.15
H -2.13 -1.72 1.73
H -2.87 -0.40 2.17
*
```



| no. | E (a.u.) |
| --- | --- |
| 1 | -982.544021 |
| 2 | -1130.181775 |
| 3 | -307.618932 |
| 4 | -477.397429 |
| 5 | -3391.924223 |
| 6 | -437.745593 |